No. 1
The following is a quantum chemistry calculation of a molecular structure, C22H18InN6O2SSbSe4, from OMol25.

Positions of all 55 atoms, in Å:
In: 0.41 0.11 -1.16
O: 3.90 -2.56 -1.00
C: 3.07 -1.64 -0.90
N: 1.77 -1.68 -1.15
C: 1.23 -2.94 -1.60
C: -0.09 -3.21 -0.93
C: -0.52 -4.49 -0.62
C: -1.75 -4.66 0.00
C: -2.51 -3.53 0.29
C: -2.01 -2.29 -0.05
N: -0.83 -2.14 -0.66
C: 3.53 -0.29 -0.40
C: 4.85 -0.10 -0.03
C: 5.22 1.13 0.50
C: 4.26 2.12 0.64
C: 2.96 1.85 0.22
N: 2.62 0.67 -0.28
H: 1.93 -3.76 -1.39
H: 1.06 -2.92 -2.68
H: 0.11 -5.34 -0.84
H: -2.11 -5.65 0.26
H: -3.47 -3.61 0.79
H: -2.55 -1.38 0.17
H: 5.54 -0.92 -0.15
H: 6.24 1.31 0.80
H: 4.49 3.09 1.04
H: 2.19 2.59 0.30
Se: -2.58 2.65 -4.86
Sb: -0.24 2.14 -4.35
Se: -0.29 -0.35 -3.61
Se: 0.30 2.86 -1.84
Se: 2.36 3.90 -2.32
C: -3.97 2.03 -1.44
C: -4.11 2.62 -0.20
C: -3.16 2.36 0.78
C: -2.10 1.52 0.49
N: -1.99 0.94 -0.70
C: -2.89 1.19 -1.65
C: -1.03 1.18 1.53
C: -1.69 0.66 2.78
C: -1.04 -0.23 3.55
C: 0.19 -0.81 3.13
C: 0.55 -0.58 1.83
N: -0.09 0.25 0.99
H: -4.63 2.24 -2.27
H: -4.93 3.29 0.00
H: -3.24 2.82 1.76
H: -2.71 0.73 -2.61
H: -2.65 1.06 3.06
H: -1.50 -0.56 4.48
H: 0.73 -1.53 3.73
H: 1.36 -1.15 1.38
O: 0.49 4.79 1.89
S: -0.44 3.80 1.37
N: -0.23 2.42 1.94

The value obtained for the energy is -320078.64246 eV. The HOMO-LUMO gap is 5.5 eV. As for the spin multiplicity: 1. As for the energy above the lowest of the compared OMol25 structures with the same formula, charge and spin: 89.8 kJ/mol. As for the total charge: -2. The value obtained for the HOMO energy is -0.0462 Eh.

No. 2
The following is a quantum chemistry calculation of 5 unconnected molecules or ions with the total composition C21H45NO15PS4 at a distorted geometry, from OMol25.

Positions of all 87 atoms, in Å:
C: -3.82 -6.04 1.94
C: -2.77 -4.92 1.68
O: -1.68 -5.26 1.31
O: -2.99 -3.55 1.89
C: -2.94 -2.79 0.68
C: -4.36 -2.15 0.26
C: -5.44 -2.82 1.14
C: -5.75 -2.40 2.53
C: -6.75 -3.14 3.24
N: -7.41 -4.20 2.64
C: -7.19 -4.61 1.34
P: -8.07 -6.07 0.52
O: -6.95 -6.90 -0.06
C: -6.20 -3.94 0.52
H: -3.33 -7.05 1.91
H: -4.30 -5.97 2.95
H: -4.65 -6.08 1.19
H: -2.49 -3.34 -0.19
H: -2.25 -1.92 0.86
H: -4.34 -1.03 0.32
H: -4.51 -2.42 -0.82
H: -5.17 -1.54 2.97
H: -6.97 -2.87 4.30
H: -8.12 -4.68 3.19
H: -8.86 -5.62 -0.57
H: -8.76 -6.86 1.48
H: -5.97 -4.26 -0.53
O: 1.54 0.33 -0.99
S: 1.12 -0.68 -1.92
O: -0.14 -1.36 -1.78
O: 2.29 -1.77 -2.06
C: 2.75 -2.43 -0.88
C: 1.75 -3.46 -0.37
C: 1.22 -0.03 -3.56
H: 3.00 -1.70 -0.10
H: 3.68 -2.94 -1.14
H: 0.83 -2.98 -0.03
H: 2.17 -4.01 0.47
H: 1.48 -4.15 -1.17
H: 2.19 0.46 -3.69
H: 0.42 0.70 -3.67
H: 1.09 -0.84 -4.27
O: -0.41 3.02 -4.59
S: -1.26 4.16 -4.79
O: -1.42 4.76 -6.08
O: -0.85 5.31 -3.74
C: 0.51 5.76 -3.72
C: 0.83 6.65 -4.92
C: -2.86 3.81 -4.14
H: 1.20 4.92 -3.66
H: 0.63 6.34 -2.81
H: 0.77 6.08 -5.85
H: 1.83 7.06 -4.83
H: 0.10 7.46 -4.99
H: -2.75 3.39 -3.14
H: -3.33 3.09 -4.80
H: -3.44 4.73 -4.12
O: 5.12 -3.54 0.93
S: 5.89 -2.56 1.64
O: 6.78 -1.66 0.95
O: 6.70 -3.28 2.82
C: 7.57 -4.37 2.49
C: 8.84 -3.89 1.82
C: 4.80 -1.60 2.65
H: 7.05 -5.10 1.87
H: 7.82 -4.86 3.43
H: 8.64 -3.44 0.85
H: 9.54 -4.72 1.67
H: 9.33 -3.12 2.43
H: 4.15 -2.27 3.20
H: 4.22 -0.96 1.99
H: 5.40 -0.99 3.32
O: 2.18 9.18 1.55
S: 2.37 7.89 0.95
O: 1.77 7.55 -0.30
O: 1.99 6.76 2.04
C: 0.68 6.80 2.62
C: -0.39 6.33 1.65
C: 4.10 7.55 0.86
H: 0.46 7.80 3.00
H: 0.71 6.12 3.48
H: -0.49 7.02 0.81
H: -1.36 6.27 2.15
H: -0.13 5.35 1.24
H: 4.56 7.77 1.82
H: 4.52 8.18 0.09
H: 4.23 6.50 0.60

The value obtained for the energy is -107329.10694 eV. The HOMO-LUMO gap is 7.2 eV. As for the spin multiplicity: 1. As for the total charge: +1. The value obtained for the HOMO energy is -0.4439 Eh.